Record 1
# C33H66Cl2O19

A 9-piece molecular cluster, C33H66Cl2O19 overall at a distorted geometry (ωB97M-V/def2-TZVPD, the OMol25 dataset).

Last column: Mulliken charge in e.
Geometry (Å):
C 3.14 22.56 27.08  0.492
Cl 2.99 22.55 25.28  0.243
Cl 1.93 21.55 27.87  0.049
H 4.12 22.16 27.31  0.063
H 3.06 23.61 27.32  -0.864
C -5.14 21.58 21.76  -1.115
C -4.02 22.28 20.99  -0.267
O -2.92 22.51 21.83  -0.330
C -1.73 22.10 21.50  0.752
O -1.44 21.49 20.49  -0.597
O -0.87 22.37 22.47  -0.287
C 0.49 22.05 22.24  -0.674
H -5.56 22.22 22.54  0.284
H -4.86 20.64 22.22  0.306
H -5.97 21.37 21.08  0.363
H -4.35 23.17 20.45  0.341
H -3.82 21.67 20.10  0.296
H 0.94 22.42 21.31  0.241
H 0.61 20.97 22.25  0.355
H 1.05 22.45 23.08  0.296
C 3.03 26.88 31.45  -1.578
C 3.65 25.79 30.60  1.460
O 3.44 24.50 31.14  -0.327
C 3.98 23.48 30.48  0.783
O 4.74 23.51 29.56  -0.540
O 3.43 22.38 31.02  -0.306
C 3.88 21.14 30.53  -0.682
H 3.66 27.06 32.32  0.472
H 1.97 26.81 31.68  0.261
H 3.02 27.81 30.87  0.396
H 4.72 26.01 30.54  0.342
H 3.30 25.88 29.58  -0.938
H 4.30 21.14 29.53  0.213
H 3.29 20.28 30.84  0.245
H 4.83 20.87 31.04  0.361
C 2.81 26.06 25.53  -0.733
C 2.35 26.09 26.99  0.947
O 2.11 27.45 27.37  -0.438
C 1.39 27.64 28.49  0.755
O 0.97 26.73 29.15  -0.532
O 1.40 28.92 28.75  -0.348
C 0.72 29.36 29.93  -0.564
H 3.20 25.10 25.19  -0.304
H 3.45 26.89 25.27  0.364
H 1.91 26.26 24.94  0.433
H 3.15 25.60 27.55  -1.095
H 1.42 25.56 27.16  0.390
H 1.00 28.77 30.80  0.248
H -0.36 29.37 29.78  0.274
H 1.08 30.37 30.09  0.243
O 2.59 17.97 28.82  -0.533
C 1.43 17.65 28.95  0.687
O 1.05 16.68 29.81  -0.286
C 2.06 15.81 30.30  -0.188
C 1.41 14.87 31.31  -1.127
C 0.26 18.46 28.48  -0.371
H 2.87 16.35 30.79  0.254
H 2.50 15.24 29.48  0.301
H 1.03 13.98 30.79  0.294
H 0.60 15.32 31.88  0.311
H 2.18 14.56 32.01  0.342
H -0.18 18.20 27.52  0.299
H 0.54 19.50 28.54  -0.235
H -0.60 18.35 29.16  0.324
O 6.22 22.76 26.34  -0.354
C 7.03 23.60 26.65  0.622
O 8.35 23.49 26.64  -0.361
C 8.92 22.24 26.24  -0.098
C 9.33 22.35 24.77  -1.110
C 6.65 24.98 27.17  -0.603
H 8.39 21.35 26.57  0.185
H 9.85 22.12 26.81  0.290
H 9.93 23.25 24.67  0.329
H 8.42 22.42 24.17  0.255
H 9.89 21.50 24.40  0.407
H 7.29 25.26 27.99  0.349
H 5.60 24.99 27.45  -0.186
H 6.61 25.64 26.29  0.324
O 6.97 17.96 23.29  -0.589
C 6.46 18.66 24.12  0.588
O 5.34 19.33 23.92  -0.114
C 4.73 19.37 22.66  -0.619
C 3.51 20.29 22.68  -0.611
C 6.98 18.86 25.51  -0.428
H 4.32 18.41 22.32  0.316
H 5.43 19.66 21.87  0.368
H 3.79 21.31 22.95  -0.054
H 2.76 19.85 23.32  0.307
H 3.09 20.43 21.68  0.462
H 6.21 18.48 26.18  0.276
H 7.07 19.93 25.74  -0.231
H 7.95 18.42 25.69  0.340
O 2.02 26.59 22.61  -0.603
C 2.70 25.69 22.17  0.982
O 2.30 24.90 21.17  -0.300
C 1.14 25.23 20.43  -0.036
C 1.45 26.17 19.30  -1.304
C 4.08 25.38 22.66  -1.065
H 0.41 25.71 21.09  0.317
H 0.57 24.36 20.11  0.277
H 0.58 26.67 18.89  0.354
H 2.07 25.78 18.49  0.319
H 2.06 26.99 19.71  0.330
H 4.60 25.13 21.73  0.418
H 4.10 24.55 23.35  0.063
H 4.58 26.25 23.06  0.327
O -2.23 24.02 30.71  -0.595
C -1.14 23.71 31.13  0.449
O -0.84 23.62 32.43  -0.351
C -1.89 23.80 33.36  -0.204
C -2.35 25.22 33.52  -1.134
C 0.00 23.35 30.21  0.007
H -1.59 23.48 34.36  0.364
H -2.74 23.21 32.98  0.276
H -1.48 25.88 33.57  0.255
H -2.90 25.32 34.45  0.395
H -3.02 25.53 32.71  0.299
H 0.83 22.98 30.81  0.187
H 0.27 24.26 29.67  -0.107
H -0.28 22.55 29.54  0.200

Values from the calculation:
highest occupied orbital energy = -0.36505 Eh
E = -99239.120 eV
structure (SMILES) = CCOC(=O)OC.CCOC(=O)OC.CCOC(=O)OC.CCOC(C)=O.CCOC(C)=O.CCOC(C)=O.CCOC(C)=O.CCOC(C)=O.ClCCl
energy relative to the best compared isomer or geometry (same formula, charge and spin) = 100.8 kJ/mol
orbital gap = 10.525 eV

***

Record 2
# C37H35CeCl2S3Sb2

C37H35CeCl2S3Sb2 as an isolated structure at a distorted geometry (ωB97M-V/def2-TZVPD, the OMol25 dataset).

Last column: Mulliken spin population.
Geometry (Å):
Ce 0.11 1.51 0.80  1.039
C 0.32 1.63 5.27  0.001
C 0.65 1.52 3.80  -0.008
S 0.68 -0.10 3.04  -0.011
C 1.19 2.67 3.13  0.000
C 0.72 4.00 3.73  0.001
S 2.38 2.70 1.90  -0.014
H -0.63 2.16 5.32  0.000
H 1.05 2.27 5.74  0.000
H 0.22 0.67 5.79  0.000
H 1.14 4.27 4.69  0.000
H -0.40 3.99 3.91  0.001
H 0.94 4.79 3.04  0.000
Cl -2.31 2.11 1.93  -0.001
C -2.98 2.61 0.39  -0.004
C -4.40 2.48 0.27  0.000
C -5.10 2.72 -0.95  0.000
C -4.33 3.30 -1.97  0.000
C -2.97 3.32 -1.95  0.000
Cl -2.35 3.68 -3.56  0.000
C -2.22 3.10 -0.67  0.002
S -0.61 3.81 -0.49  -0.006
H -4.93 2.37 1.20  0.000
H -6.19 2.55 -1.06  0.000
H -4.75 3.75 -2.88  0.000
C 2.30 -2.82 0.49  0.000
C 0.82 -3.18 0.48  -0.001
C 0.07 -2.85 -0.82  0.000
Sb -1.38 -1.15 -0.58  -0.005
C -2.41 -1.31 -2.45  0.000
C -2.66 -0.12 -3.11  0.000
C -3.02 -0.11 -4.45  0.000
C -3.08 -1.33 -5.18  0.000
C -2.86 -2.52 -4.49  0.000
C -2.66 -2.52 -3.11  0.000
C -3.07 -2.26 0.43  0.000
C -4.32 -2.48 -0.10  0.000
C -5.27 -3.19 0.64  0.000
C -4.98 -3.60 1.93  0.000
C -3.66 -3.53 2.37  0.000
C -2.68 -2.84 1.64  0.001
Sb 2.59 -0.53 0.18  0.008
C 4.39 0.01 1.33  -0.001
C 4.40 -0.29 2.67  0.000
C 5.27 0.37 3.55  0.000
C 6.20 1.27 3.06  0.000
C 6.13 1.65 1.73  0.000
C 5.16 1.14 0.88  0.000
C 3.35 -0.13 -1.77  -0.005
C 4.68 -0.21 -2.15  0.000
C 4.98 -0.05 -3.51  0.000
C 3.97 0.37 -4.40  0.000
C 2.61 0.46 -3.97  0.001
C 2.30 0.25 -2.67  0.000
H 2.77 -3.23 -0.39  0.000
H 2.89 -3.18 1.36  0.000
H 0.39 -2.63 1.37  0.000
H 0.56 -4.25 0.77  0.000
H -0.55 -3.60 -1.20  0.000
H 0.75 -2.51 -1.62  0.000
H -2.42 0.79 -2.62  0.000
H -3.07 0.91 -4.88  0.000
H -3.23 -1.26 -6.24  0.000
H -2.88 -3.52 -4.99  0.000
H -2.58 -3.38 -2.49  0.000
H -4.58 -2.14 -1.06  0.000
H -6.21 -3.44 0.18  0.000
H -5.80 -3.93 2.55  0.000
H -3.45 -3.95 3.37  0.000
H -1.63 -2.71 1.96  0.000
H 3.73 -1.05 3.14  0.000
H 5.19 0.15 4.60  0.000
H 6.99 1.66 3.68  0.000
H 6.76 2.44 1.39  0.000
H 5.17 1.48 -0.10  0.000
H 5.57 -0.34 -1.43  0.000
H 5.96 -0.19 -3.95  0.000
H 4.25 0.58 -5.46  0.000
H 1.72 0.64 -4.63  0.000
H 1.28 0.25 -2.34  0.001

Values from the calculation:
highest occupied orbital energy (alpha / beta) = -0.24252 / -0.24299 Eh
E = -122488.557 eV
spin multiplicity = 2
orbital gap (alpha / beta) = 6.359 / 6.383 eV

***

Record 3
# C19H26FN2O6PS

C19H26FN2O6PS as an isolated structure at a distorted geometry (ωB97M-V/def2-TZVPD, the OMol25 dataset).

Last column: Mulliken charge in e.
Geometry (Å):
C 1.08 -2.23 1.63  -0.904
C 0.53 -0.90 2.28  0.793
O 1.30 -0.21 2.91  -0.562
O -0.82 -0.49 2.23  -0.239
C -1.22 -0.20 0.84  0.139
C -2.35 0.89 0.94  -0.752
C -2.92 1.44 -0.44  -0.850
C -2.03 1.15 -1.72  -0.212
C -2.57 -0.12 -2.56  -1.023
C -1.53 -1.30 -2.67  0.265
C -0.57 -1.23 -3.93  -1.038
C 0.04 0.19 -4.23  -0.478
C 1.22 0.62 -3.29  0.601
C 2.09 1.79 -3.75  -1.029
C 3.19 2.29 -2.92  0.055
P 4.26 3.73 -3.52  0.349
O 4.43 3.53 -5.02  -0.638
C 3.54 1.70 -1.57  0.781
N 4.50 2.05 -0.64  -0.658
S 4.26 0.94 0.60  0.164
N 2.99 -0.05 0.09  -0.342
C 2.69 0.52 -1.15  0.085
C 1.55 0.00 -2.02  -0.131
H 0.76 -3.09 2.29  0.329
H 0.70 -2.36 0.58  0.175
H 2.21 -2.22 1.68  0.303
H -1.58 -1.17 0.41  0.189
H -0.30 0.22 0.33  0.061
H -3.23 0.39 1.47  0.187
H -2.08 1.76 1.61  0.244
H -3.00 2.57 -0.33  0.312
H -3.96 1.06 -0.63  0.385
H -2.19 2.04 -2.42  0.429
H -0.92 1.11 -1.54  0.144
H -2.85 0.23 -3.59  0.361
H -3.52 -0.48 -2.06  0.450
H -2.14 -2.25 -2.79  0.415
H -1.00 -1.41 -1.69  -0.486
H 0.25 -2.00 -3.83  0.318
H -1.21 -1.51 -4.83  0.389
H 0.40 0.19 -5.31  0.487
H -0.73 1.02 -4.18  0.273
H 1.90 2.28 -4.74  0.384
H 5.52 3.53 -2.87  0.084
H 3.67 4.98 -3.20  0.104
H 0.99 -0.87 -1.63  0.095
C -1.03 -1.12 5.83  -0.159
C -0.89 -2.59 6.04  0.325
O -0.89 -2.72 7.45  -0.317
C -1.64 -1.67 7.92  0.570
O -2.08 -1.60 9.02  -0.497
O -1.82 -0.73 6.96  -0.330
F 0.30 -3.04 5.57  -0.289
H -0.08 -0.59 5.87  0.228
H -1.53 -0.88 4.90  0.147
H -1.70 -3.19 5.62  0.314

Values from the calculation:
highest occupied orbital energy = -0.34292 Eh
E = -58228.336 eV
orbital gap = 7.910 eV

***

Record 4
# C8H18IN5

A 2-piece molecular cluster, C8H18IN5 overall at a distorted geometry (ωB97M-V/def2-TZVPD, the OMol25 dataset).

Last column: Mulliken charge in e.
Geometry (Å):
C 1.87 -1.95 0.06  0.382
C -2.31 -0.45 0.19  -0.929
C -0.65 0.72 -1.37  -0.569
C -2.82 1.01 0.43  -0.685
C -1.27 2.02 -1.04  -0.897
C -0.50 1.70 1.34  -1.055
C -0.86 -0.24 -0.28  0.351
C -0.03 0.32 0.93  0.296
N 1.48 -2.91 0.86  -0.239
N 2.89 -1.56 -0.58  0.501
N 1.39 0.20 0.86  -0.727
N -1.68 1.98 0.36  -0.070
N 4.05 -2.18 -0.88  -0.824
I 2.71 1.65 0.29  0.251
H -2.36 -1.07 1.07  0.477
H -2.90 -1.11 -0.57  0.397
H -1.13 0.56 -2.36  0.361
H 0.38 1.00 -1.39  0.248
H -3.44 1.29 -0.42  0.355
H -3.59 0.91 1.22  0.381
H -0.61 2.83 -1.22  0.425
H -2.09 2.24 -1.65  0.471
H -0.77 1.64 2.34  0.273
H 0.18 2.46 1.03  0.525
H -0.28 -1.26 -0.61  0.445
H -0.12 -0.31 1.81  0.496
H 0.58 -3.20 0.85  0.218
H 3.04 -0.59 -0.67  0.083
H -2.00 2.83 0.77  0.315
H 4.17 -3.15 -0.91  0.237
H 4.55 -1.84 -1.69  0.272
H 2.12 -3.55 1.25  0.236

Values from the calculation:
highest occupied orbital energy (alpha / beta) = -0.58171 / -0.55452 Eh
E = -24116.515 eV
energy relative to the best compared isomer or geometry (same formula, charge and spin) = 331.7 kJ/mol
total charge = +2
orbital gap (alpha / beta) = 7.944 / 6.878 eV